Computed, not measured: a structure of composition C41H71BCaCl3F9ILi2N2O16P2S2, with wB97M-V/def2-TZVPD.

Output
* E: -7691.38511 hartree
* total charge: +1
* LUMO: -4.5462 eV
* E_HOMO: -7.66 eV

Positions of all 151 atoms, in Å:
C 6.879 -1.134 0.682
C 5.749 -2.296 0.770
O 5.327 -2.540 -0.593
C 4.060 -3.229 -0.662
C 3.131 -2.583 -1.820
C 1.600 -2.995 -1.657
C 0.634 -1.753 -1.236
C 1.332 -1.040 -0.008
C 0.545 -0.286 1.123
C -0.276 -1.308 2.091
C -0.300 -2.830 1.642
O -0.876 -3.595 2.770
C -1.299 -4.857 2.296
O -0.674 -5.871 2.685
C -2.539 -5.119 1.339
C -2.290 -6.332 0.295
O 1.639 0.101 2.052
S 2.661 1.279 1.590
O 3.865 0.676 0.936
O 3.210 1.874 2.878
C 1.793 2.636 0.741
C 2.658 3.729 -0.057
C 4.205 3.443 -0.258
C 2.613 5.200 0.659
C 2.873 6.331 -0.444
C 0.481 2.124 -0.104
N -0.225 3.408 -0.348
P 0.953 1.616 -1.925
O 2.631 1.461 -2.139
I 0.338 3.494 -3.458
C -0.374 0.999 0.703
B -0.860 1.812 2.066
O -1.768 2.938 2.042
O -0.489 1.464 3.414
C -1.693 0.453 0.050
Cl -2.242 1.151 -1.586
C -3.070 0.400 0.869
C -3.920 -0.875 0.293
Cl -4.243 1.797 0.513
H 7.837 -1.426 1.227
H 7.081 -0.888 -0.423
H 6.527 -0.155 1.152
H 4.939 -1.887 1.452
H 6.282 -3.194 1.243
H 3.585 -3.156 0.372
H 4.212 -4.360 -0.850
H 3.515 -3.070 -2.794
H 3.325 -1.469 -1.948
H 1.466 -3.768 -0.815
H 1.201 -3.442 -2.628
H 0.534 -1.129 -2.189
H -0.380 -2.231 -1.059
H 1.950 -1.858 0.522
H 2.168 -0.436 -0.526
H -1.363 -1.015 2.250
H 0.168 -1.328 3.192
H -1.065 -2.938 0.801
H 0.704 -3.310 1.434
H -2.725 -4.199 0.672
H -3.525 -5.302 1.882
H -1.844 -7.234 0.816
H -3.291 -6.642 -0.182
H -1.646 -5.982 -0.591
H 1.444 3.306 1.620
H 2.239 3.968 -1.103
H 4.608 4.266 -0.955
H 4.479 2.459 -0.746
H 4.786 3.546 0.711
H 1.640 5.381 1.217
H 3.507 5.208 1.380
H 2.122 6.152 -1.286
H 2.731 7.388 -0.033
H 3.910 6.309 -0.906
H -0.009 4.141 0.336
H -1.244 3.353 -0.385
H 2.885 2.026 -2.903
H -2.373 2.810 2.808
H 0.217 2.120 3.645
H -1.527 -0.660 -0.202
H -3.028 0.131 1.967
H -3.376 -1.801 0.720
H -4.983 -0.894 0.737
H -3.894 -0.955 -0.831
C 8.562 -7.108 1.603
C 7.758 -7.089 2.886
C 8.276 -5.835 3.563
O 8.652 -4.926 2.518
C 8.661 -5.630 1.273
H 8.103 -7.694 0.804
H 9.560 -7.515 1.796
H 6.694 -6.977 2.655
H 7.882 -7.985 3.496
H 9.168 -6.046 4.161
H 7.528 -5.366 4.205
H 7.792 -5.294 0.691
H 9.568 -5.383 0.717
C 6.927 -2.101 -5.690
C 6.293 -2.022 -4.453
C 6.528 -2.994 -3.487
C 7.407 -4.042 -3.756
C 8.045 -4.119 -4.994
C 7.801 -3.152 -5.961
H 6.740 -1.345 -6.444
H 5.615 -1.202 -4.243
H 6.030 -2.936 -2.524
H 7.598 -4.801 -2.997
H 8.730 -4.934 -5.202
H 8.292 -3.213 -6.925
Li 5.845 -6.038 -3.410
F -6.742 6.793 -1.595
P -6.083 5.555 -0.805
F -6.853 4.853 -2.040
F -4.879 6.557 -0.428
F -6.838 6.107 0.509
F -4.756 4.786 -1.305
F -6.424 4.224 0.045
C -10.534 0.158 1.209
C -9.807 0.482 2.508
O -9.126 -0.599 3.040
C -7.863 -0.880 2.397
O -7.140 0.218 2.302
C -8.013 -1.634 1.031
F -9.029 -2.529 1.076
F -6.911 -2.354 0.746
F -8.250 -0.832 -0.044
H -11.011 -0.821 1.251
H -11.299 0.919 1.000
H -9.847 0.159 0.359
H -10.566 0.750 3.248
H -9.163 1.368 2.408
H -7.478 -1.686 3.043
C 3.631 8.639 3.322
C 4.082 8.761 1.902
N 4.435 8.857 0.787
H 2.996 7.759 3.435
H 4.497 8.540 3.978
H 3.066 9.526 3.609
Ca -9.172 1.719 0.549
Cl 0.642 -1.372 4.960
Li -4.379 -0.699 2.751
C -9.935 4.536 -4.639
C -11.033 5.579 -4.749
O -11.856 5.372 -3.597
S -10.933 4.854 -2.374
O -10.604 5.974 -1.550
O -11.507 3.644 -1.850
O -9.624 4.465 -3.244
H -10.290 3.552 -4.959
H -9.049 4.805 -5.214
H -11.616 5.473 -5.663
H -10.624 6.591 -4.695

Löwdin atomic charge list, values in e, 99 entries: C -0.065; C -0.222; O -0.241; C -0.210; C -0.156; C -0.189; C -0.198; C -0.143; C -0.303; C -0.131; C -0.145; O -0.069; C -0.389; O 0.077; C -0.146; C -0.107; O -0.217; S 0.759; O -0.320; O -0.315; C -0.237; C -0.326; C -0.092; C -0.200; C -0.118; C -0.528; N -0.044; P 0.595; O -0.416; I 0.442; C -0.186; B -0.530; O 0.073; O 0.088; C -0.517; Cl 0.615; C -0.687; C -0.166; Cl 0.634; H 0.074; H 0.080; H 0.072; H 0.124; H 0.115; H 0.116; H 0.118; H 0.096; H 0.119; H 0.109; H 0.108; H 0.083; H 0.090; H 0.122; H 0.089; H 0.098; H -0.128; H 0.091; H 0.141; H 0.083; H 0.119; H 0.078; H 0.078; H 0.078; H 0.137; H 0.073; H 0.088; H 0.064; H 0.095; H 0.105; H 0.117; H 0.074; H 0.046; H 0.074; H 0.082; H 0.060; H 0.031; H 0.116; H 0.135; H 0.094; H 0.052; H 0.080; H 0.037; H 0.090; C -0.183; C -0.176; C -0.194; O -0.139; C -0.220; H 0.105; H 0.118; H 0.115; H 0.117; H 0.121; H 0.123; H 0.099; H 0.117; C -0.055; C -0.054; C -0.087

---

Computed, not measured: a structure of composition C41H72BN8O7P4SSc, with wB97M-V/def2-TZVPD.

Output
* E: -5119.35024 hartree
* total charge: +2
* LUMO: -5.0661 eV
* E_HOMO: -11.72 eV

Positions of all 135 atoms, in Å:
Sc -0.114 -0.273 0.289
C -1.299 -2.042 3.935
P -0.914 -2.315 2.171
C -2.435 -3.135 1.582
C 0.269 -3.710 2.332
C 0.938 -4.089 1.015
P 1.845 -2.650 0.305
C 3.249 -2.525 1.465
C 2.645 -3.425 -1.139
H -1.615 -2.979 4.397
H -2.092 -1.307 4.059
H -0.406 -1.682 4.450
H -2.737 -3.936 2.259
H -2.274 -3.544 0.584
H -3.233 -2.395 1.510
H -0.253 -4.558 2.782
H 1.024 -3.390 3.056
H 0.199 -4.426 0.283
H 1.631 -4.921 1.167
H 3.663 -3.508 1.700
H 2.933 -2.029 2.383
H 4.032 -1.919 1.006
H 3.254 -4.277 -0.829
H 3.276 -2.700 -1.651
H 1.890 -3.771 -1.844
C 4.365 0.132 3.371
N 3.001 0.465 3.805
C 2.879 0.655 5.250
P 2.023 1.097 2.674
O 1.552 0.131 1.633
O 0.724 1.509 3.581
P -0.611 2.045 2.875
O -0.790 1.479 1.506
N -1.819 1.597 3.875
C -1.598 1.324 5.297
C -3.076 1.156 3.255
N -0.370 3.668 2.830
C -0.101 4.344 4.104
C -1.268 4.444 1.967
N 2.721 2.406 2.022
C 2.269 3.006 0.761
C 3.400 3.368 2.893
H 5.067 0.919 3.660
H 4.407 0.008 2.291
H 4.674 -0.803 3.838
H 3.625 1.370 5.608
H 3.048 -0.297 5.755
H 1.890 1.015 5.515
H -0.919 2.057 5.731
H -1.191 0.326 5.475
H -2.548 1.416 5.820
H -3.439 1.896 2.542
H -3.822 1.052 4.041
H -2.972 0.205 2.725
H 0.606 3.774 4.706
H -1.019 4.503 4.679
H 0.343 5.317 3.894
H -1.463 3.896 1.049
H -0.782 5.387 1.715
H -2.216 4.666 2.468
H 1.808 2.262 0.123
H 3.139 3.391 0.228
H 1.572 3.821 0.960
H 3.748 2.897 3.810
H 2.734 4.196 3.152
H 4.264 3.773 2.366
C -4.140 1.108 -3.887
O -4.360 0.254 -2.758
C -4.023 -1.038 -2.847
C -3.511 -1.640 -3.997
C -3.343 -3.016 -4.053
C -3.643 -3.815 -2.958
C -4.100 -3.217 -1.797
C -4.281 -1.843 -1.728
N -4.975 -1.345 -0.584
C -5.046 -0.158 -0.019
C -4.233 0.975 -0.156
C -4.930 2.213 -0.061
C -4.348 3.377 -0.466
C -3.020 3.332 -0.942
C -2.280 2.180 -0.922
C -2.842 0.960 -0.477
O -2.129 -0.107 -0.312
H -4.540 2.074 -3.597
H -4.676 0.735 -4.760
H -3.070 1.204 -4.089
H -3.323 -1.035 -4.872
H -3.007 -3.469 -4.978
H -3.538 -4.890 -3.009
H -4.356 -3.824 -0.935
H -5.685 -1.991 -0.266
H -5.932 -0.050 0.602
H -5.965 2.203 0.265
H -4.897 4.308 -0.450
H -2.559 4.241 -1.311
H -1.255 2.172 -1.267
C 0.389 -0.846 -6.502
N -0.081 -0.054 -5.385
C 0.431 1.127 -5.000
N 1.482 1.584 -5.695
S -0.233 1.999 -3.716
H -0.366 -1.590 -6.748
H 1.334 -1.358 -6.287
H 0.518 -0.221 -7.387
H -0.770 -0.426 -4.754
H 2.011 0.997 -6.319
H 1.896 2.447 -5.389
N -0.680 -2.772 -2.234
C -0.672 -2.228 -1.217
H -0.665 -3.226 -3.123
C 4.031 -1.055 -7.319
C 5.042 -1.017 -6.164
C 6.269 -0.234 -6.629
C 5.482 -2.449 -5.832
C 4.380 -0.389 -4.935
C 4.856 0.780 -4.343
C 4.262 1.347 -3.210
C 3.160 0.709 -2.699
O 2.386 1.035 -1.611
B 1.326 0.109 -1.567
O 1.542 -0.839 -2.605
C 2.657 -0.433 -3.289
C 3.250 -1.014 -4.384
H 4.491 -1.479 -8.214
H 3.687 -0.048 -7.569
H 3.161 -1.669 -7.074
H 6.704 -0.727 -7.500
H 7.039 -0.193 -5.856
H 6.017 0.788 -6.920
H 5.960 -2.908 -6.699
H 4.636 -3.079 -5.548
H 6.198 -2.453 -5.008
H 5.725 1.272 -4.757
H 4.654 2.251 -2.763
H 2.855 -1.934 -4.801

Löwdin atomic charge list, values in e, 99 entries: Sc 0.733; C -0.251; P 0.860; C -0.254; C -0.400; C -0.405; P 0.859; C -0.254; C -0.238; H 0.061; H 0.021; H 0.044; H 0.058; H 0.022; H 0.030; H 0.096; H 0.080; H 0.071; H 0.093; H 0.061; H 0.015; H 0.052; H 0.057; H 0.044; H 0.036; C -0.084; N -0.290; C -0.070; P 0.524; O -0.370; O -0.252; P 0.509; O -0.298; N -0.263; C -0.071; C -0.066; N -0.284; C -0.090; C -0.072; N -0.259; C -0.051; C -0.060; H 0.092; H 0.076; H 0.097; H 0.091; H 0.096; H 0.072; H 0.077; H 0.067; H 0.096; H 0.081; H 0.097; H 0.063; H 0.075; H 0.094; H 0.095; H 0.055; H 0.098; H 0.098; H 0.052; H 0.102; H 0.084; H 0.071; H 0.084; H 0.101; C -0.019; O -0.071; C -0.213; C -0.005; C -0.087; C -0.090; C -0.030; C -0.144; N 0.149; C 0.018; C -0.161; C -0.030; C -0.066; C -0.055; C -0.053; C -0.343; O -0.178; H 0.101; H 0.103; H 0.058; H 0.109; H 0.114; H 0.113; H 0.120; H 0.166; H 0.153; H 0.124; H 0.112; H 0.125; H 0.056; C -0.059; N -0.037; C -0.886

---

Computed, not measured: a cluster of 4 separate species, C41H74BF3N5O8 in total, with wB97M-V/def2-TZVPD.

Output
* E: -2806.34085 hartree
* total charge: +1
* LUMO: -3.6017 eV
* E_HOMO: -9.92 eV

Positions of all 132 atoms, in Å:
C 2.364 -2.854 1.420
B 1.726 -1.459 1.816
O 2.446 -0.659 2.676
C 0.311 -0.922 1.323
C -0.621 -0.630 2.309
C -1.864 -0.204 1.955
N -2.235 -0.058 0.687
C -3.595 0.399 0.320
C -4.610 0.490 1.481
C -4.419 1.758 2.275
F -5.411 2.068 3.154
C -3.327 2.600 2.262
F -2.440 2.587 3.254
F -3.025 3.464 1.325
C -1.340 -0.300 -0.316
C -1.801 -0.132 -1.761
C -1.989 1.332 -2.195
O -1.067 2.101 -2.349
N -3.322 1.776 -2.457
C -4.027 0.871 -3.388
C -3.293 3.146 -3.004
C -0.053 -0.730 -0.023
C 1.021 -1.023 -1.048
C 2.227 -0.022 -1.027
C 2.276 1.013 -2.173
C 1.794 2.414 -1.805
C 1.643 3.299 -2.853
C 1.151 4.629 -2.622
C 0.835 4.974 -1.328
C 1.006 4.098 -0.276
C 1.472 2.836 -0.528
H 1.632 -3.588 1.060
H 2.770 -3.287 2.352
H 3.221 -2.759 0.741
H 2.818 -1.274 3.328
H -0.389 -0.761 3.364
H -2.545 0.013 2.770
H -4.051 -0.217 -0.457
H -3.487 1.412 -0.083
H -5.609 0.515 1.023
H -4.488 -0.362 2.164
H -1.079 -0.567 -2.455
H -2.704 -0.739 -1.890
H -4.410 0.017 -2.805
H -3.388 0.437 -4.171
H -4.920 1.339 -3.808
H -4.327 3.419 -3.250
H -2.943 3.862 -2.257
H -2.721 3.217 -3.939
H 0.666 -1.117 -2.077
H 1.437 -2.006 -0.788
H 2.287 0.421 -0.027
H 3.130 -0.642 -1.128
H 1.772 0.605 -3.057
H 3.337 1.114 -2.447
H 1.866 3.021 -3.882
H 1.007 5.348 -3.422
H 0.447 5.962 -1.079
H 0.764 4.354 0.753
H 1.563 2.162 0.323
C 0.501 -6.273 8.333
O -0.528 -5.315 8.509
C -0.241 -4.345 9.512
C -0.048 -2.976 8.890
N 1.192 -2.918 8.122
C 1.326 -1.716 7.305
C 0.332 -1.528 6.161
O 0.464 -2.482 5.113
C -0.256 -3.693 5.307
H 0.132 -7.035 7.647
H 1.398 -5.820 7.897
H 0.757 -6.754 9.281
H 0.621 -4.632 10.121
H -1.113 -4.304 10.171
H -0.015 -2.222 9.681
H -0.923 -2.774 8.258
H 1.235 -3.724 7.511
H 2.330 -1.743 6.870
H 1.289 -0.839 7.957
H 0.549 -0.556 5.705
H -0.706 -1.474 6.509
H -1.172 -3.542 5.883
H 0.371 -4.442 5.795
H -0.522 -4.086 4.324
C 2.646 8.537 -8.920
O 3.883 7.861 -8.784
C 4.839 8.570 -8.001
C 5.109 7.841 -6.699
N 3.956 7.910 -5.807
C 4.055 7.036 -4.640
C 4.070 5.527 -4.881
O 2.850 5.008 -5.392
C 2.757 5.076 -6.808
H 2.041 7.981 -9.634
H 2.107 8.577 -7.967
H 2.792 9.551 -9.302
H 4.532 9.604 -7.822
H 5.766 8.595 -8.581
H 5.972 8.297 -6.204
H 5.364 6.803 -6.948
H 3.127 7.653 -6.326
H 3.192 7.260 -4.007
H 4.945 7.314 -4.068
H 4.207 5.050 -3.906
H 4.917 5.207 -5.497
H 3.731 4.987 -7.293
H 2.267 6.001 -7.121
H 2.126 4.250 -7.142
C -1.984 -8.652 1.169
O -2.998 -7.677 1.349
C -2.696 -6.715 2.351
C -2.483 -5.348 1.729
N -1.243 -5.306 0.959
C -1.094 -4.106 0.145
C -2.085 -3.896 -1.001
O -1.966 -4.835 -2.046
C -2.704 -6.037 -1.869
H -2.367 -9.405 0.483
H -1.081 -8.213 0.732
H -1.734 -9.139 2.116
H -1.838 -7.015 2.960
H -3.567 -6.662 3.012
H -2.439 -4.594 2.522
H -3.356 -5.133 1.098
H -1.211 -6.111 0.347
H -0.091 -4.145 -0.289
H -1.119 -3.230 0.803
H -1.851 -2.925 -1.451
H -3.123 -3.828 -0.651
H -3.620 -5.879 -1.295
H -2.089 -6.801 -1.386
H -2.972 -6.413 -2.855

Löwdin atomic charge list, values in e, 99 entries: C 0.020; B -0.470; O 0.155; C -0.007; C 0.048; C -0.012; N 0.054; C -0.080; C -0.086; C -0.211; F 0.073; C -0.282; F 0.148; F 0.184; C -0.082; C -0.016; C -0.407; O 0.128; N -0.160; C -0.058; C -0.059; C -0.091; C -0.100; C -0.147; C -0.120; C -0.245; C -0.045; C -0.056; C -0.107; C -0.094; C -0.070; H 0.054; H 0.082; H 0.086; H 0.114; H 0.122; H 0.138; H 0.127; H 0.124; H 0.132; H 0.131; H 0.124; H 0.101; H 0.075; H 0.107; H 0.095; H 0.090; H 0.094; H 0.103; H 0.110; H 0.104; H 0.092; H 0.119; H 0.119; H 0.123; H 0.112; H 0.100; H 0.105; H 0.106; H 0.101; C -0.112; O -0.198; C -0.211; C -0.210; N -0.048; C -0.196; C -0.224; O -0.209; C -0.079; H 0.088; H 0.078; H 0.091; H 0.125; H 0.124; H 0.126; H 0.105; H 0.068; H 0.119; H 0.123; H 0.116; H 0.113; H 0.094; H 0.077; H 0.077; C -0.115; O -0.196; C -0.214; C -0.213; N -0.051; C -0.197; C -0.221; O -0.206; C -0.089; H 0.088; H 0.078; H 0.089; H 0.123; H 0.122; H 0.124